(1)
ORCA calculation (ωB97M-V/def2-TZVPD) on a cluster of 2 separate species, C3H4N4O8 in total.

Last column: Mulliken charge in e.
Cartesian coordinates (Å):
C 2.0011 -1.0269 -0.4978  -0.52
C 2.3773 0.1011 0.0056  -0.13
C -1.3578 -0.1979 0.2440  -0.04
N 1.8199 1.2924 -0.5313  0.89
N -2.1448 0.1655 -0.7374  0.89
N -1.2622 -1.6998 0.3938  0.91
N -0.8103 0.5928 1.3375  1.07
O 2.5022 2.3005 -0.6985  -0.55
O 0.6095 1.2415 -0.7478  -0.46
O -2.5372 -0.5571 -1.6125  -0.61
O -2.3781 1.4432 -0.8306  -0.49
O -0.2017 -2.1784 0.7231  -0.53
O -2.3219 -2.2425 0.1958  -0.55
O -1.2212 1.7534 1.3166  -0.69
O -0.0894 0.0628 2.1287  -0.54
H -1.8635 1.9315 -0.0662  0.51
H 1.3423 -1.2787 -1.3027  0.30
H 2.3704 -2.0274 -0.1649  0.23
H 3.1654 0.3240 0.8446  0.29

Output
lowest unoccupied orbital energy = -0.05929 hartree
electronic energy = -937.164837 Ha
gap between HOMO and LUMO = 8.990 eV
relative energy (zero: lowest compared OMol25 entry of this formula, charge and spin) = 30.0 kcal per mole

(2)
ORCA calculation (ωB97M-V/def2-TZVPD) on a cluster of 2 separate species, C3H2Cl2O in total.

Last column: Mulliken charge in e.
Cartesian coordinates (Å):
O -0.5481 -2.2095 -2.0418  -0.38
C -0.0305 -1.4642 -1.2628  0.56
Cl 0.4780 -1.9356 0.2570  -0.08
Cl 0.4056 0.1990 -1.5888  -0.11
C 0.2008 0.8861 1.5202  -0.51
C -0.4624 1.6365 0.8148  -0.26
H 0.7492 0.5349 2.2587  0.44
H -0.7926 2.3528 0.0427  0.35

Output
lowest unoccupied orbital energy = 0.01483 hartree
SMILES = O=C(Cl)Cl.C#C
electronic energy = -1111.033776 Ha
gap between HOMO and LUMO = 10.768 eV
relative energy (zero: lowest compared OMol25 entry of this formula, charge and spin) = 58.2 kcal per mole

(3)
ORCA calculation (ωB97M-V/def2-TZVPD) on a structure of composition C5H37N2O13.

Last column: Mulliken charge in e.
Cartesian coordinates (Å):
C 0.9434 0.3665 -1.6566  0.52
O 2.1766 1.0989 -1.8188  -0.69
C 0.9533 -0.9092 -2.4715  0.40
C -0.4027 -1.4610 -2.8843  -0.93
C -1.1168 -2.2558 -1.7757  -0.71
C -1.9580 -1.5411 -0.7319  0.33
N -2.9696 -0.5531 -1.2925  -0.59
N 1.7609 -0.7600 -3.6799  -0.68
H 0.2031 1.0407 -2.1070  -0.24
H 0.7298 0.2429 -0.5949  -0.02
H 1.4213 -1.7993 -1.9749  0.18
H -0.2029 -2.2548 -3.6140  0.24
H -1.1225 -0.7497 -3.2974  0.33
H -0.3379 -2.7901 -1.1855  0.28
H -1.7093 -3.0777 -2.1671  0.41
H -2.5239 -2.3175 -0.1636  0.35
H -1.3760 -0.9665 -0.0011  -0.41
H -3.3130 -0.8654 -2.1940  0.27
H -2.2943 0.1722 -1.5553  0.13
H 1.4590 0.0103 -4.2620  0.25
H 2.7613 -0.8218 -3.5999  0.24
H -0.0525 0.0885 2.3024  0.04
H 0.8363 -0.5730 3.6882  0.17
O 0.7512 -0.6841 2.7411  -0.45
H 3.5503 1.2556 2.6413  0.40
H 2.0677 1.6889 2.4780  0.35
O 2.8731 1.8689 2.9708  -0.71
H 0.8051 3.2903 1.1802  0.26
H 0.1156 1.9051 1.3295  0.25
O 0.6428 2.4748 0.7028  -0.54
H 0.6460 2.8366 -3.4843  0.30
H 1.8726 2.0306 -3.1983  0.44
O 1.4067 2.4769 -3.9579  -0.71
H -3.1121 2.4340 -1.7953  0.31
H 2.3647 1.7329 -1.1176  0.34
O -2.2608 2.6204 -2.2044  -0.64
H 0.1209 -1.9019 1.8242  0.23
H 0.6963 -3.2807 2.0807  0.40
O -0.1350 -2.8892 1.7898  -0.69
H 3.3594 -0.3210 0.8433  0.30
H 4.2613 -0.8239 1.9277  0.35
O 4.0545 -0.0276 1.4276  -0.69
H -1.6678 -1.0905 3.9594  0.32
H -0.9142 -2.3870 3.6463  0.41
O -1.4887 -1.9746 4.3142  -0.68
H -1.5586 2.5801 -1.5495  0.29
H -1.7560 3.8466 0.6850  0.32
O -2.5770 3.3851 0.9203  -0.66
H -3.2845 0.6071 2.0172  0.25
H -3.9933 -0.1203 0.8479  0.34
O -4.0895 0.1384 1.7653  -0.69
H 2.2399 -2.0770 1.2194  0.30
H 2.4602 -1.5719 2.6329  0.37
O 2.7328 -2.2913 2.0131  -0.77
H -2.1425 2.5643 1.2055  0.29
H -0.9383 1.4514 2.9991  0.16
O -0.9686 0.9287 2.1821  -0.60

Output
lowest unoccupied orbital energy = 0.09135 hartree
charge = -1
electronic energy = -1300.398167 Ha
gap between HOMO and LUMO = 9.328 eV
relative energy (zero: lowest compared OMol25 entry of this formula, charge and spin) = 55.8 kcal per mole